Record 1
51
Properties=species:S:1:pos:R:3 method="wB97M-V/def2-TZVPD" relative_energy_kcal_mol=62.9 e_homo_ev=-7.7 orbital_gap_ev=8.5 smiles="COc1ccc(C(=O)NCC(=O)N/N=C/c2c(C)[nH]c3ccccc23)cc1OC" total_energy_ev=-36284.1683 molar_mass_da=394.43 spin_multiplicity=1
O -7.19 -2.01 0.33
O 0.61 -0.37 0.75
O -7.19 0.46 -1.19
O -2.87 2.66 0.21
N -1.62 1.01 1.10
N 1.93 1.49 0.61
N 6.55 -2.00 -0.36
N 3.20 1.04 0.37
C 7.52 1.97 -0.20
C -3.98 -0.64 1.25
C -7.14 1.68 -1.88
C 5.20 -1.97 -0.15
C 0.76 0.83 0.78
C 8.57 1.08 -0.42
C -0.41 1.78 1.07
C 4.41 -3.23 -0.13
C -6.13 0.12 -0.40
C 5.98 0.16 -0.10
C 3.46 -0.21 0.25
C 7.06 -0.73 -0.34
C -6.18 -1.10 0.32
C -2.78 1.50 0.58
C 6.22 1.53 -0.04
C -3.92 0.55 0.54
C -5.00 0.91 -0.27
C -8.36 -1.83 -0.43
C 4.80 -0.65 0.01
C 8.36 -0.28 -0.50
C -5.10 -1.43 1.14
H -8.09 1.75 -2.42
H 2.70 -0.98 0.31
H -6.32 1.71 -2.60
H -0.50 2.55 0.29
H 3.39 -3.04 0.17
H 9.17 -0.97 -0.67
H -7.06 2.53 -1.20
H -8.96 -2.72 -0.23
H 9.57 1.47 -0.55
H -0.24 2.27 2.03
H -8.91 -0.94 -0.12
H -8.15 -1.78 -1.50
H 5.41 2.21 0.14
H 1.92 2.50 0.66
H 7.73 3.03 -0.15
H -5.18 -2.36 1.69
H -3.19 -0.94 1.92
H -4.92 1.85 -0.79
H 4.40 -3.68 -1.13
H -1.48 0.01 1.18
H 7.08 -2.84 -0.50
H 4.86 -3.94 0.56

=====

Record 2
37
Properties=species:S:1:pos:R:3 method="wB97M-V/def2-TZVPD" e_homo_ev="-23.3 / -23.4" orbital_gap_ev="7.0 / 6.1" total_energy_ev=-25411.2342 molar_mass_da=334.10 total_charge=+4 spin_multiplicity=2
In -20.31 8.49 5.54
O -17.39 9.11 5.51
O -21.44 6.66 7.57
O -23.18 7.64 5.62
N -25.37 7.28 6.05
N -15.51 8.82 6.77
N -22.16 7.43 9.57
C -15.68 7.43 6.84
C -24.62 7.07 3.73
C -24.32 7.46 5.18
C -22.31 7.31 11.00
C -21.85 4.98 9.23
C -21.67 6.45 8.74
C -16.38 9.59 6.08
C -16.13 11.06 6.08
C -25.24 7.42 7.48
H -15.75 11.38 5.11
H -21.99 8.37 9.24
H -22.98 6.55 11.40
H -21.33 7.40 11.47
H -25.04 7.90 3.17
H -23.68 6.67 3.34
H -25.30 6.46 7.98
H -14.71 7.06 7.18
H -16.54 7.05 7.39
H -21.09 4.35 8.76
H -15.20 11.34 6.59
H -24.24 7.73 7.78
H -25.92 8.14 7.94
H -25.30 6.22 3.81
H -14.60 9.18 6.99
H -26.26 7.08 5.61
H -15.69 6.86 5.92
H -21.53 4.79 10.25
H -22.76 8.23 11.36
H -17.04 11.64 6.22
H -22.83 4.55 9.04

=====

Record 3
20
Properties=species:S:1:pos:R:3 method="wB97M-V/def2-TZVPD" relative_energy_kcal_mol=2.5 e_homo_ev=-14.1 orbital_gap_ev=11.2 total_energy_ev=-10854.9834 molar_mass_da=118.16 total_charge=+1 spin_multiplicity=1
O -0.19 0.03 -1.94
N -0.44 -1.92 -0.12
N 1.24 1.78 -2.11
N -0.79 2.03 -1.03
C 0.19 -0.62 3.47
C 0.27 -1.47 1.10
C -0.38 -1.05 2.15
C 0.09 1.21 -1.67
H 1.34 -1.45 0.91
H -0.15 -1.31 4.24
H -0.30 -1.20 -0.90
H -0.17 0.36 3.77
H -1.57 1.59 -0.59
H -0.14 -2.83 -0.46
H -1.44 -1.96 0.05
H 1.28 -0.62 3.48
H 1.60 2.58 -1.59
H -0.49 2.94 -0.71
H 1.97 1.14 -2.38
H -1.46 -0.98 2.13

=====

Record 4
9
Properties=species:S:1:pos:R:3 method="wB97M-V/def2-TZVPD" relative_energy_kcal_mol=8.5 e_homo_ev="-0.9 / -4.5" orbital_gap_ev="5.1 / 7.3" total_energy_ev=-12348.5830 molar_mass_da=113.05 total_charge=-1 spin_multiplicity=3
O 0.59 1.60 -0.09
O -1.64 0.86 -0.64
O 0.65 -1.72 0.72
O 2.56 -0.39 0.00
C 0.03 -0.66 -0.20
C 1.42 -0.77 0.10
C -1.28 -0.15 0.00
C -0.42 2.11 -0.47
H -1.89 -0.89 0.58

=====

Record 5
20
Properties=species:S:1:pos:R:3 method="wB97M-V/def2-TZVPD" relative_energy_kcal_mol=37.0 e_homo_ev="1.1 / -4.8" orbital_gap_ev="2.5 / 8.4" total_energy_ev=-17717.9432 molar_mass_da=119.23 total_charge=-1 spin_multiplicity=2
S 1.82 -3.11 -0.97
N 0.55 0.76 0.65
C -1.60 0.84 -0.77
C 0.15 1.93 1.46
C 0.90 -1.82 0.09
C -0.63 0.01 0.15
C -0.09 -1.03 -0.83
H 0.51 -0.71 -1.69
H 1.21 0.93 -0.28
H 1.00 2.61 1.46
H -2.51 0.29 -0.68
H -1.15 0.90 -1.82
H 0.38 -2.20 0.92
H -0.73 2.62 1.29
H -1.77 1.77 -0.18
H -1.17 -0.50 0.94
H 1.78 -1.28 0.43
H 0.02 1.76 2.55
H -0.94 -1.77 -1.15
H 2.26 -1.97 -1.56

=====

Record 6
11
Properties=species:S:1:pos:R:3 method="wB97M-V/def2-TZVPD" relative_energy_kcal_mol=105.8 e_homo_ev=-8.8 orbital_gap_ev=9.7 smiles="C#CC=C.C#N" total_energy_ev=-6751.3219 molar_mass_da=79.10 spin_multiplicity=1
N 0.40 0.64 1.43
C -0.52 0.65 -1.47
C 0.42 -1.30 -0.34
C -0.47 -0.24 -0.50
C 0.93 -2.40 -0.13
C 0.15 1.56 2.07
H -1.58 -0.34 -0.10
H 0.39 0.76 -1.98
H 1.70 -3.07 0.13
H -0.08 2.45 2.54
H -1.35 1.28 -1.65